Entry from the Open Molecules 2025 dataset: 2 unconnected molecules or ions with the total composition C5H7INO3S (ωB97M-V/def2-TZVPD).

As for the charge: -1. The calculation puts the HOMO energy at -4.806 eV. The frontier orbital gap comes out at 7.27 eV. The energy above the lowest of the compared OMol25 structures with the same formula, charge and spin is 4.8 kcal per mole.

Structure (XYZ):
```
18
Properties=species:S:1:pos:R:3:nbo_charge:R:1
I -3.644 -0.060 -0.596 0.15
S -0.366 2.546 0.153 -0.47
O 1.591 1.233 -1.668 -0.78
O -0.901 -2.090 -0.692 -0.63
O 3.034 -0.344 -2.226 -0.74
N 0.377 -0.589 0.284 -0.61
C -2.032 -0.407 0.637 -0.21
C -2.017 -0.167 1.920 -0.41
C 2.108 0.116 -1.578 0.78
C -0.827 -1.080 -0.047 0.61
C 1.545 -0.921 -0.480 -0.36
H 0.375 0.319 0.784 0.41
H 1.285 -1.821 -0.790 0.22
H -1.056 -0.448 2.363 0.22
H -2.890 0.071 2.468 0.21
H 0.096 1.820 -0.984 0.27
H 0.904 2.937 0.296 0.15
H 2.419 -1.115 0.156 0.19
```